C33H55B2CaF17N10O9S3 as an isolated structure at a distorted geometry, computed with ωB97M-V/def2-TZVPD.

CARTESIAN COORDINATES (ANGSTROEM)
Ca: -18.109 10.615 -3.380
C: -21.459 9.207 1.891
C: -21.242 8.885 3.383
N: -22.051 7.843 3.934
C: -21.972 6.507 3.728
C: -22.863 5.853 4.523
N: -23.515 6.840 5.250
C: -23.051 8.027 4.815
C: -24.663 6.755 6.161
H: -20.959 10.151 1.660
H: -22.453 9.497 1.536
H: -21.077 8.410 1.256
H: -21.318 9.852 3.875
H: -20.223 8.506 3.483
H: -21.222 6.160 3.033
H: -23.097 4.834 4.778
H: -23.432 8.985 5.127
H: -25.235 5.866 5.900
H: -25.355 7.577 5.992
H: -24.340 6.737 7.198
C: -25.757 12.996 1.225
C: -24.518 12.305 1.832
N: -23.248 12.544 1.121
C: -22.856 12.077 -0.099
C: -21.521 12.353 -0.266
N: -21.152 13.019 0.865
C: -22.182 13.133 1.704
C: -19.809 13.404 1.233
H: -25.578 13.207 0.172
H: -26.037 13.890 1.776
H: -26.599 12.308 1.289
H: -24.650 11.248 1.588
H: -24.466 12.407 2.911
H: -23.479 11.535 -0.790
H: -20.812 12.250 -1.065
H: -22.121 13.545 2.695
H: -19.106 12.744 0.732
H: -19.694 13.386 2.315
H: -19.645 14.437 0.922
C: -23.768 6.761 0.434
C: -22.930 6.911 -0.843
N: -22.153 5.732 -1.161
C: -22.576 4.418 -1.027
C: -21.540 3.647 -1.460
N: -20.537 4.463 -1.869
C: -20.903 5.731 -1.672
C: -19.255 4.065 -2.411
H: -23.212 6.187 1.175
H: -24.704 6.247 0.204
H: -24.157 7.728 0.754
H: -22.323 7.811 -0.784
H: -23.638 7.057 -1.660
H: -23.573 4.124 -0.753
H: -21.451 2.579 -1.567
H: -20.317 6.642 -1.697
H: -18.561 4.865 -2.151
H: -19.277 4.046 -3.501
H: -18.825 3.119 -2.092
C: -16.153 6.777 1.225
C: -16.076 7.220 -0.210
N: -15.097 6.519 -1.073
C: -14.203 5.522 -0.740
C: -13.527 5.176 -1.858
N: -13.978 6.053 -2.858
C: -15.019 6.725 -2.430
C: -13.407 6.239 -4.204
H: -15.180 6.797 1.726
H: -16.618 5.799 1.354
H: -16.680 7.490 1.862
H: -15.771 8.264 -0.287
H: -17.050 7.191 -0.697
H: -13.977 5.269 0.282
H: -12.665 4.601 -2.147
H: -15.648 7.471 -2.890
H: -12.926 5.314 -4.520
H: -12.756 7.105 -4.146
H: -14.212 6.343 -4.930
C: -11.170 9.594 0.680
C: -12.016 9.608 1.968
N: -13.202 10.456 1.883
C: -13.650 11.233 2.943
C: -14.708 11.989 2.478
N: -14.943 11.548 1.209
C: -14.070 10.604 0.888
C: -15.943 12.049 0.261
H: -10.231 9.092 0.909
H: -11.008 10.635 0.411
H: -11.638 9.008 -0.109
H: -11.401 9.931 2.806
H: -12.297 8.601 2.286
H: -13.250 11.184 3.941
H: -15.183 12.759 3.059
H: -14.035 10.218 -0.127
H: -16.001 13.137 0.312
H: -16.915 11.726 0.631
H: -15.702 11.740 -0.745
B: -18.581 9.670 -0.753
F: -19.168 8.419 -0.969
F: -19.258 10.591 -1.587
F: -18.654 9.971 0.592
F: -17.308 9.603 -1.369
B: -18.612 13.451 -2.772
F: -19.458 13.962 -1.797
F: -19.369 12.530 -3.548
F: -18.078 14.463 -3.544
F: -17.586 12.704 -2.191
C: -18.409 7.302 -6.352
F: -19.329 6.362 -6.503
F: -17.285 6.957 -6.997
F: -18.837 8.404 -6.933
S: -17.984 7.381 -4.493
O: -17.053 6.273 -4.341
O: -17.316 8.670 -4.174
O: -19.244 7.087 -3.856
C: -13.151 11.783 -2.704
F: -13.211 12.724 -3.610
F: -11.935 11.230 -2.621
F: -13.404 12.210 -1.452
S: -14.347 10.362 -3.176
O: -15.676 10.949 -3.287
O: -13.815 9.882 -4.430
O: -14.263 9.435 -2.066
C: -22.724 10.634 -3.908
F: -23.933 10.395 -4.373
F: -22.187 11.691 -4.543
F: -22.708 11.050 -2.608
S: -21.568 9.108 -4.075
O: -21.954 8.217 -2.983
O: -21.869 8.685 -5.444
O: -20.232 9.674 -3.927

Results
E_HOMO: -12.495 eV
M: 1216.7 g mol⁻¹
charge: +2

Atomic partial charges in e from the Löwdin method, atoms 1 to 4: Ca 1.603; C -0.045; C -0.145; N -0.044